(1)
Below is a structure of composition C18H22Br45FNO4S2, with properties calculated with ωB97M-V with the def2-TZVPD basis set.

Element x y z (Å)
C 0.548 0.280 -2.882
C -0.034 -0.945 -2.254
F 0.150 -2.046 -3.087
S 0.691 -1.367 -0.620
O 0.612 -2.787 -0.494
O -0.183 -0.708 0.294
N 2.148 -0.738 -0.367
S 3.386 -1.577 -0.977
C 3.506 -1.526 -2.749
O 4.564 -0.893 -0.517
O 3.416 -2.957 -0.612
H 1.569 0.422 -2.593
H 0.505 0.197 -3.955
H 0.000 1.166 -2.604
H -1.090 -0.802 -2.119
H 2.826 -2.253 -3.166
H 3.428 -0.539 -3.173
H 4.505 -1.872 -2.949
C -2.387 3.466 -3.761
Br -3.331 3.353 -5.437
Br -2.534 1.831 -2.757
Br -0.550 3.984 -4.013
H -2.860 4.240 -3.178
C -4.362 -0.976 -6.000
Br -2.588 -1.575 -5.564
Br -5.347 -0.438 -4.437
Br -4.309 0.434 -7.308
H -4.887 -1.809 -6.438
C 5.455 1.921 -1.767
Br 6.800 1.831 -3.143
Br 5.865 3.266 -0.454
Br 3.696 2.145 -2.501
H 5.448 0.963 -1.253
C 2.962 -4.784 2.062
Br 4.785 -4.197 2.152
Br 2.837 -6.672 1.688
Br 1.975 -4.312 3.649
H 2.506 -4.259 1.230
C -6.631 -0.475 -0.390
Br -4.867 -1.087 0.049
Br -7.616 0.031 1.187
Br -6.600 0.946 -1.690
H -7.155 -1.304 -0.839
C -9.360 -2.381 3.712
Br -10.781 -1.084 3.615
Br -9.467 -3.435 5.315
Br -9.302 -3.485 2.139
H -8.431 -1.832 3.748
C -12.932 -6.250 5.787
Br -11.171 -6.891 6.224
Br -13.906 -5.721 7.362
Br -12.871 -4.837 4.485
H -13.469 -7.072 5.342
C 9.781 4.901 -0.020
Br 8.597 6.402 -0.215
Br 9.250 3.845 1.495
Br 9.852 3.843 -1.626
H 10.775 5.279 0.160
C 6.159 6.999 3.608
Br 5.259 8.674 3.297
Br 5.940 5.789 2.133
Br 8.020 7.260 4.025
H 5.697 6.545 4.470
C 2.301 -2.857 -6.919
Br 4.099 -3.414 -6.505
Br 1.360 -2.302 -5.339
Br 2.278 -1.497 -8.290
H 1.787 -3.717 -7.318
C 11.054 10.569 4.712
Br 9.765 11.992 4.576
Br 10.742 9.475 6.265
Br 11.114 9.513 3.107
H 12.023 11.026 4.833
C -2.310 -2.634 3.020
Br -2.329 -3.163 1.172
Br -3.471 -1.148 3.411
Br -2.679 -4.128 4.185
H -1.305 -2.305 3.235
C 7.016 0.673 3.693
Br 6.397 2.469 3.400
Br 6.771 -0.411 2.127
Br 8.845 0.650 4.307
H 6.410 0.248 4.478
C -13.950 1.137 2.855
Br -13.093 0.513 1.250
Br -12.713 2.046 4.015
Br -15.485 2.231 2.462
H -14.306 0.268 3.386
C 1.002 -5.975 -3.426
Br 1.954 -6.475 -5.034
Br 2.144 -5.078 -2.171
Br -0.569 -4.940 -3.840
H 0.661 -6.888 -2.965

Computed properties:
Orbital gap (eV): 7.888
Lowest unoccupied orbital energy (eV): 0.82
Total charge: -1
M (g mol⁻¹): 3995.2
Max |F| (eV Å⁻¹): 2.1

=====

(2)
Below is a structure of composition AlHO, with properties calculated with ωB97M-V with the def2-TZVPD basis set.

Element x y z (Å)
Al -0.492 -2.048 -0.160
O -0.108 0.714 -0.103
H 0.601 1.334 0.264

Computed properties:
Orbital gap (eV): 6.012
Energy above the lowest of the compared OMol25 structures with the same formula, charge and spin (eV): 1.117
Lowest unoccupied orbital energy (eV): -18.22
Total charge: +2
M (g mol⁻¹): 44.0
Max |F| (eV Å⁻¹): 1.1

=====

(3)
Below is a cluster of 3 separate species, C5H15N2O in total, with properties calculated with ωB97M-V with the def2-TZVPD basis set.

Element x y z (Å)
C 0.416 1.623 0.206
C -0.085 0.465 1.020
C -1.492 0.060 0.824
C -2.358 -0.197 1.814
C -1.250 -1.356 -1.193
N -1.920 -0.224 -0.545
N 0.267 1.529 -1.225
H 1.410 1.880 0.578
H -0.105 2.519 0.625
H 0.656 -0.352 0.795
H 0.142 0.752 2.059
H -3.382 -0.372 1.527
H -2.154 -0.142 2.871
H -0.990 -0.995 -2.187
H -1.944 -2.203 -1.229
H -0.342 -1.655 -0.629
H -1.791 0.632 -1.068
H 0.932 2.203 -1.611
H 0.698 0.571 -1.479
H 1.356 -0.675 -1.218
H 3.218 -1.356 -0.061
H 4.672 -1.189 -0.261
O 4.047 -1.520 0.386

Computed properties:
Orbital gap (eV): 4.554
Energy above the lowest of the compared OMol25 structures with the same formula, charge and spin (eV): 8.905
Lowest unoccupied orbital energy (eV): -9.16
Total charge: +1
M (g mol⁻¹): 119.2
Max |F| (eV Å⁻¹): 2.0

=====

(4)
Below is a cluster of 3 separate species, C4H12O3 in total, with properties calculated with ωB97M-V with the def2-TZVPD basis set.

Element x y z (Å)
C -1.368 -2.417 -0.650
C 0.029 -1.910 -0.775
C 0.294 -0.540 -0.889
C 1.662 -0.052 -1.230
O -0.702 0.434 -0.499
H -1.865 -1.877 -1.523
H -1.519 -3.507 -0.705
H -1.898 -2.029 0.226
H 0.883 -2.604 -0.757
H 1.889 0.650 -0.491
H 2.300 -0.955 -1.194
H 1.795 0.634 -2.120
H -0.241 1.372 -0.418
O 0.472 0.708 2.549
H 0.516 -0.327 2.517
H 1.372 0.954 2.630
O -0.473 2.773 0.555
H -1.207 2.434 1.095
H -0.104 3.452 1.156

Computed properties:
Orbital gap (eV): 8.201
SMILES: C/C=C(/C)O.O.O
Energy above the lowest of the compared OMol25 structures with the same formula, charge and spin (eV): 1.661
Lowest unoccupied orbital energy (eV): 0.45
M (g mol⁻¹): 108.1
Max |F| (eV Å⁻¹): 3.6

=====

(5)
Below is a structure of composition C42H29AsF4N4O5PPt, with properties calculated with ωB97M-V with the def2-TZVPD basis set.

Element x y z (Å)
Pt 0.473 -0.152 -1.139
O -3.410 0.884 -1.533
C -2.225 0.461 -1.098
O -1.247 0.482 -1.962
C -1.896 0.906 0.297
O -0.711 0.179 0.680
C -1.052 -1.161 1.113
C -1.830 -1.886 0.013
O -1.982 -3.077 0.140
O -2.229 -1.164 -0.994
H -3.471 0.745 -2.492
H -2.734 0.678 0.953
H -1.659 1.968 0.342
H -1.603 -1.088 2.050
H -0.118 -1.689 1.286
F 7.171 -2.416 0.705
C 6.912 -1.138 0.928
C 7.886 -0.342 1.396
F 9.077 -0.857 1.616
C 7.683 1.074 1.668
C 6.339 1.553 1.380
C 5.373 0.750 0.912
F 4.169 1.261 0.665
C 5.574 -0.658 0.657
C 4.583 -1.473 0.191
C 3.263 -1.007 -0.092
N 2.176 -0.745 -0.339
C 4.734 -2.861 -0.135
N 4.761 -3.983 -0.382
F 6.064 2.826 1.583
C 8.664 1.880 2.147
C 9.992 1.428 2.450
N 11.056 1.114 2.747
C 8.488 3.282 2.403
N 8.405 4.412 2.584
C 0.176 -0.260 -4.419
C 0.313 -0.949 -5.768
As -0.611 0.024 -7.238
C 0.079 1.783 -6.719
C 1.388 2.056 -7.115
C 2.017 3.230 -6.723
C 1.335 4.155 -5.945
C 0.027 3.899 -5.560
C -0.597 2.717 -5.941
C -2.400 0.108 -6.449
C -2.853 -0.757 -5.457
C -4.149 -0.661 -4.962
C -5.014 0.302 -5.462
C -4.584 1.151 -6.473
C -3.292 1.047 -6.967
P 1.217 -0.904 -3.096
C 1.019 -2.684 -2.960
C -0.298 -3.155 -2.958
C -0.557 -4.486 -2.679
C 0.492 -5.350 -2.394
C 1.798 -4.883 -2.374
C 2.064 -3.550 -2.648
C 2.919 -0.471 -3.502
C 3.420 0.742 -3.027
C 4.695 1.156 -3.382
C 5.476 0.362 -4.212
C 4.976 -0.836 -4.702
C 3.698 -1.252 -4.355
H -0.847 -0.294 -4.055
H 0.437 0.801 -4.476
H -0.104 -1.958 -5.735
H 1.355 -1.050 -6.080
H 1.924 1.350 -7.740
H 3.033 3.428 -7.040
H 1.816 5.079 -5.652
H -0.513 4.620 -4.961
H -1.613 2.525 -5.617
H -2.212 -1.539 -5.068
H -4.486 -1.352 -4.199
H -6.024 0.377 -5.081
H -5.258 1.891 -6.884
H -2.975 1.714 -7.761
H -1.127 -2.476 -3.124
H -1.579 -4.839 -2.655
H 0.288 -6.388 -2.169
H 2.615 -5.549 -2.130
H 3.086 -3.197 -2.599
H 2.809 1.365 -2.384
H 5.071 2.104 -3.021
H 6.471 0.685 -4.490
H 5.576 -1.448 -5.361
H 3.310 -2.178 -4.761

Computed properties:
Orbital gap (alpha / beta) (eV): 4.580 / 4.577
Energy above the lowest of the compared OMol25 structures with the same formula, charge and spin (eV): 0.219
Lowest unoccupied orbital energy (alpha / beta) (eV): -6.06 / -6.06
Total charge: +1
M (g mol⁻¹): 1046.7
Max |F| (eV Å⁻¹): 2.7

=====

(6)
Below is an isolated molecule of C4H6O2, with properties calculated with ωB97M-V with the def2-TZVPD basis set.

Element x y z (Å)
C -0.690 -1.176 -1.199
C -0.672 -0.226 -0.023
O -1.539 -0.252 0.826
C 0.453 0.790 0.082
C 0.977 0.895 1.501
O 2.124 1.160 1.761
H 0.164 -1.047 -1.867
H -1.618 -1.020 -1.759
H -0.708 -2.205 -0.825
H 1.284 0.618 -0.607
H 0.003 1.760 -0.177
H 0.222 0.704 2.287

Computed properties:
Orbital gap (eV): 10.503
SMILES: CC(=O)CC=O
Energy above the lowest of the compared OMol25 structures with the same formula, charge and spin (eV): 0.804
Lowest unoccupied orbital energy (eV): 0.70
M (g mol⁻¹): 86.1
Max |F| (eV Å⁻¹): 0.5